[1]
DFT (ωB97M-V/def2-TZVPD) results for a 2-piece molecular cluster, C9H18OSi overall.

Cartesian coordinates (Å):
C 0.93 2.09 1.18
C 0.58 0.88 1.44
C 2.32 2.13 0.59
C 2.82 0.69 0.72
C 1.70 -0.10 1.26
C 1.75 -1.28 1.86
C -2.15 1.12 -1.07
C -1.98 -1.72 0.53
C -2.01 -1.76 -2.61
O 0.15 -0.69 -0.90
Si -1.46 -0.71 -1.09
H 0.26 2.91 1.06
H -0.32 0.65 1.95
H 2.32 2.32 -0.50
H 2.88 2.98 1.05
H 3.39 0.42 -0.15
H 3.78 0.59 1.39
H 0.87 -1.56 2.32
H 2.68 -1.74 1.90
H 0.81 -0.14 -1.29
H -1.88 1.57 -2.06
H -3.23 1.18 -0.94
H -1.74 1.81 -0.33
H -1.16 -1.88 1.26
H -2.86 -1.34 1.00
H -2.20 -2.70 0.20
H -2.91 -1.43 -2.92
H -1.31 -1.52 -3.47
H -2.03 -2.79 -2.40

Properties
DFT total energy	-718.29568	Eh
gap between HOMO and LUMO (spin up / spin down)	5.46 / 7.90	eV
multiplicity	3
energy relative to the best compared isomer or geometry (same formula, charge and spin)	0.000	eV
molecular weight	170.3	g/mol



[2]
DFT (ωB97M-V/def2-TZVPD) results for an isolated ion of composition C5H13N2O and charge +1.

Cartesian coordinates (Å):
O 1.62 -0.21 0.78
C 0.89 0.74 1.29
C 0.45 1.84 0.47
C -0.71 0.56 0.84
C -1.03 -0.05 -0.58
C -0.45 -2.50 -0.41
N -0.07 -1.14 -0.88
N 1.07 1.94 -0.76
H 0.99 0.93 2.35
H 0.09 2.75 0.91
H -0.94 -0.30 1.48
H -1.58 1.17 1.11
H -2.04 -0.45 -0.55
H -0.94 0.72 -1.34
H 0.36 -3.18 -0.68
H -0.51 -2.48 0.68
H -1.41 -2.77 -0.83
H 0.21 -1.12 -1.86
H 0.85 -0.82 -0.23
H 1.99 1.49 -0.71
H 1.16 2.89 -1.08

Properties
DFT total energy	-382.72512	Eh
total charge	+1
gap between HOMO and LUMO	9.99	eV
energy relative to the best compared isomer or geometry (same formula, charge and spin)	3.715	eV
molecular weight	117.2	g/mol



[3]
DFT (ωB97M-V/def2-TZVPD) results for C2H3BrN2OS as an isolated structure.

Cartesian coordinates (Å):
C -2.39 0.27 -0.63
C 1.91 -0.77 -0.52
N -1.44 -0.37 -0.24
N 0.50 0.86 0.93
O -3.22 0.87 -1.16
S 1.99 0.45 0.66
Br 0.23 2.32 2.02
H 1.08 -1.31 -0.86
H 2.84 -1.20 -0.62
H -1.50 -1.13 0.41

Properties
DFT total energy	-3234.83799	Eh
gap between HOMO and LUMO (spin up / spin down)	7.80 / 7.90	eV
energy relative to the best compared isomer or geometry (same formula, charge and spin)	0.660	eV
molecular weight	183.0	g/mol



[4]
DFT (ωB97M-V/def2-TZVPD) results for a 7-piece molecular cluster, C35H87FN7O4 overall.

Cartesian coordinates (Å):
F 0.16 0.39 -0.30
C 0.68 -3.18 7.99
C 1.35 -3.59 6.70
N 1.86 -2.45 5.94
C 1.86 -1.13 6.33
C 2.52 -0.42 5.39
N 2.89 -1.32 4.41
C 2.51 -2.52 4.78
C 3.56 -1.04 3.15
H 1.31 -2.58 8.64
H 0.37 -4.05 8.57
H -0.22 -2.60 7.78
H 0.67 -4.25 6.16
H 2.20 -4.23 6.94
H 1.41 -0.82 7.26
H 2.60 0.64 5.20
H 2.81 -3.44 4.30
H 4.01 -1.94 2.73
H 4.39 -0.35 3.33
H 2.86 -0.57 2.47
C 2.49 -6.95 -5.11
C 1.20 -6.45 -4.47
C 1.34 -5.04 -3.87
C 0.07 -4.64 -3.18
N 0.07 -3.21 -2.68
C -1.24 -2.91 -1.97
C -1.91 -1.71 -2.63
C -0.83 -1.09 -3.52
C 0.14 -2.24 -3.84
C 1.17 -2.99 -1.72
H 2.34 -7.98 -5.43
H 3.36 -6.91 -4.46
H 2.73 -6.37 -6.01
H 0.85 -7.18 -3.73
H 0.40 -6.40 -5.21
H 1.66 -4.35 -4.66
H 2.19 -5.12 -3.19
H -0.07 -5.27 -2.30
H -0.78 -4.76 -3.86
H -1.08 -2.78 -0.90
H -1.89 -3.77 -2.10
H -2.29 -0.94 -1.97
H -2.70 -2.08 -3.28
H -0.25 -0.30 -3.04
H -1.19 -0.71 -4.48
H 1.15 -1.87 -3.94
H -0.25 -2.75 -4.72
H 1.13 -3.69 -0.89
H 1.05 -2.01 -1.25
H 2.13 -2.96 -2.24
C -3.63 1.70 -1.16
N -4.32 2.52 -0.14
C -3.22 3.09 0.75
C -5.05 3.65 -0.80
C -5.17 1.63 0.77
C -6.23 0.79 0.08
O -7.00 1.60 -0.78
H -4.36 1.22 -1.79
H -2.96 0.98 -0.68
H -3.02 2.34 -1.79
H -2.72 3.87 0.19
H -2.51 2.27 0.91
H -3.67 3.37 1.70
H -5.76 4.08 -0.10
H -5.59 3.23 -1.64
H -4.32 4.37 -1.15
H -5.68 2.33 1.43
H -4.42 1.02 1.27
H -6.84 0.38 0.89
H -5.76 -0.02 -0.49
H -7.60 1.03 -1.28
C 5.22 1.89 -2.61
N 4.81 0.87 -3.63
C 5.64 1.09 -4.87
C 5.08 -0.50 -3.09
C 3.38 1.09 -4.04
C 2.31 1.20 -2.96
O 2.25 0.00 -2.21
H 6.30 1.84 -2.53
H 4.71 1.72 -1.67
H 4.97 2.86 -3.04
H 6.68 0.89 -4.61
H 5.58 2.13 -5.15
H 5.28 0.44 -5.66
H 6.15 -0.63 -2.99
H 4.69 -1.21 -3.81
H 4.56 -0.60 -2.15
H 3.10 0.28 -4.71
H 3.36 1.98 -4.67
H 1.39 1.43 -3.51
H 2.47 2.04 -2.29
H 1.49 0.11 -1.58
C -1.69 -1.86 5.39
N -2.73 -1.22 4.53
C -4.08 -1.68 5.01
C -2.66 0.27 4.59
C -2.67 -1.70 3.08
C -1.47 -1.34 2.20
O -1.44 0.02 1.89
H -0.72 -1.41 5.18
H -1.63 -2.91 5.13
H -2.03 -1.73 6.42
H -4.19 -1.28 6.01
H -4.15 -2.77 4.99
H -4.85 -1.24 4.39
H -1.62 0.51 4.38
H -2.91 0.59 5.59
H -3.30 0.73 3.84
H -3.48 -1.17 2.59
H -2.80 -2.77 3.12
H -1.63 -1.96 1.30
H -0.52 -1.72 2.59
H -0.72 0.22 1.24
C -0.55 5.64 -1.90
N 0.52 6.04 -0.94
C 1.84 5.82 -1.60
C 0.36 7.50 -0.63
C 0.46 5.28 0.34
C 0.67 3.77 0.38
O -0.31 3.07 -0.35
H -0.36 6.16 -2.83
H -1.50 5.89 -1.43
H -0.53 4.56 -2.05
H 1.87 4.78 -1.93
H 2.60 5.90 -0.82
H 2.04 6.53 -2.39
H -0.64 7.69 -0.25
H 0.50 8.09 -1.53
H 1.12 7.76 0.10
H -0.54 5.50 0.74
H 1.08 5.79 1.08
H 0.69 3.50 1.45
H 1.67 3.56 -0.03
H -0.10 2.10 -0.36

Properties
DFT total energy	-2168.08916	Eh
total charge	+5
gap between HOMO and LUMO	9.94	eV
energy relative to the best compared isomer or geometry (same formula, charge and spin)	0.000	eV
molecular weight	689.1	g/mol



[5]
DFT (ωB97M-V/def2-TZVPD) results for a 2-piece molecular cluster, C11H19BNO5S overall.

Cartesian coordinates (Å):
C 5.27 -0.31 -2.95
O 4.09 -1.05 -3.15
C 3.00 -0.54 -2.42
C 1.79 -1.42 -2.70
C 0.72 -1.27 -1.61
C -0.68 -1.56 -2.14
S -1.98 -0.65 -1.22
B -2.99 0.46 -2.45
O -3.56 -0.16 -3.48
O -3.21 1.72 -2.08
H 6.04 -0.77 -3.57
H 5.15 0.74 -3.25
H 5.59 -0.34 -1.91
H 3.22 -0.55 -1.34
H 2.80 0.50 -2.69
H 1.37 -1.15 -3.68
H 2.13 -2.45 -2.78
H 0.94 -1.95 -0.79
H 0.77 -0.26 -1.20
H -0.78 -1.30 -3.20
H -0.96 -2.60 -2.00
H -1.32 0.28 -0.48
H -3.05 -0.67 -4.11
H -2.52 2.24 -1.66
C -2.10 1.04 5.87
C -2.86 1.67 4.88
C -2.47 1.60 3.56
C -1.32 0.89 3.26
C -0.54 0.25 4.22
C -0.95 0.34 5.54
N -0.90 0.79 1.87
O -1.57 1.37 1.01
O 0.09 0.15 1.58
H -2.42 1.10 6.90
H -3.75 2.21 5.15
H -3.04 2.08 2.78
H 0.35 -0.28 3.93
H -0.37 -0.14 6.31

Properties
DFT total energy	-1284.28452	Eh
total charge	+1
gap between HOMO and LUMO	8.36	eV
molecular weight	288.2	g/mol



[6]
DFT (ωB97M-V/def2-TZVPD) results for a 2-piece molecular cluster, C2H4N2O overall.

Cartesian coordinates (Å):
N -0.69 1.15 0.21
C -0.72 -0.12 0.72
N 0.28 -0.91 0.61
C 1.77 0.02 -1.62
O 2.42 -0.90 -1.77
H -1.57 1.59 -0.01
H -1.65 -0.36 1.24
H 0.10 -1.79 1.08
H 0.05 1.31 -0.46

Properties
DFT total energy	-263.34949	Eh
gap between HOMO and LUMO	10.50	eV
energy relative to the best compared isomer or geometry (same formula, charge and spin)	0.375	eV
molecular weight	72.1	g/mol



[7]
DFT (ωB97M-V/def2-TZVPD) results for a 15-piece molecular cluster, C36H105N3O27 overall.

Cartesian coordinates (Å):
C 8.99 -14.99 2.25
C 8.44 -13.63 2.81
C 9.48 -12.86 3.66
O 9.70 -13.64 4.81
C 11.10 -13.96 5.02
N 8.09 -12.83 1.68
H 8.65 -15.68 3.02
H 10.07 -15.06 2.39
H 8.73 -15.27 1.23
H 7.50 -13.81 3.33
H 9.06 -11.97 4.12
H 10.32 -12.55 3.04
H 11.18 -14.85 5.65
H 11.52 -13.03 5.41
H 11.57 -14.28 4.09
H 8.66 -13.08 0.88
H 8.30 -11.89 1.96
C -0.21 -15.20 2.92
C -1.10 -15.44 1.68
C -2.14 -16.56 1.74
O -1.59 -17.88 2.17
C -2.55 -18.81 2.56
N -1.90 -14.26 1.29
H 0.50 -16.01 3.12
H -0.89 -15.05 3.76
H 0.39 -14.32 2.69
H -0.47 -15.47 0.79
H -2.56 -16.74 0.75
H -2.99 -16.20 2.32
H -1.96 -19.72 2.62
H -3.38 -18.91 1.86
H -3.06 -18.65 3.50
H -1.35 -13.42 1.30
H -1.85 -14.31 0.28
C -3.27 -26.50 -0.23
C -2.91 -27.75 0.54
C -4.12 -28.69 0.86
O -5.17 -28.00 1.58
C -5.26 -28.41 2.91
N -2.19 -28.46 -0.46
H -3.92 -25.88 0.40
H -3.69 -26.63 -1.22
H -2.47 -25.77 -0.28
H -2.33 -27.55 1.44
H -3.82 -29.73 0.96
H -4.62 -28.76 -0.11
H -5.58 -29.43 3.11
H -5.97 -27.81 3.48
H -4.32 -28.41 3.47
H -1.39 -27.90 -0.73
H -1.79 -29.15 0.15
C -2.71 -16.73 9.22
C -1.84 -17.35 10.39
O -2.39 -17.05 11.66
O -2.95 -15.37 9.47
H -3.65 -17.22 8.98
H -2.20 -16.65 8.26
H -0.94 -16.75 10.52
H -1.41 -18.35 10.28
H -2.60 -16.11 11.69
H -3.85 -15.16 9.22
C -6.30 -10.19 4.85
C -5.96 -11.62 5.31
O -6.64 -11.92 6.57
O -7.66 -10.11 4.70
H -5.79 -9.77 3.98
H -5.93 -9.56 5.65
H -4.88 -11.78 5.30
H -6.33 -12.40 4.64
H -7.48 -12.35 6.36
H -8.03 -10.46 5.52
C 4.47 -7.24 2.41
C 5.86 -7.29 3.19
O 6.95 -7.62 2.38
O 4.46 -6.51 1.28
H 3.64 -6.79 2.96
H 4.19 -8.22 2.05
H 5.86 -7.84 4.13
H 6.01 -6.29 3.58
H 7.77 -7.25 2.72
H 5.36 -6.39 0.97
C -0.12 -20.54 -3.96
C -0.34 -20.10 -5.47
O -1.29 -19.06 -5.34
O 1.05 -21.22 -3.87
H -0.84 -21.19 -3.46
H -0.05 -19.70 -3.26
H -0.57 -21.01 -6.03
H 0.64 -19.84 -5.86
H -2.13 -19.40 -5.02
H 1.68 -20.77 -3.30
C -8.98 -17.32 6.12
C -9.58 -16.53 5.06
O -9.87 -15.21 5.58
O -8.87 -18.73 5.85
H -9.41 -17.21 7.11
H -7.93 -17.06 6.25
H -10.58 -16.94 5.03
H -9.17 -16.64 4.05
H -10.56 -14.72 5.12
H -8.56 -19.20 6.62
C 1.15 -24.78 7.48
C 1.37 -23.40 8.13
O 2.48 -22.68 7.80
O 0.57 -24.60 6.22
H 0.46 -25.36 8.09
H 2.04 -25.42 7.47
H 1.43 -23.55 9.21
H 0.52 -22.79 7.84
H 3.07 -23.24 7.29
H 1.23 -24.49 5.53
C 0.17 -10.91 -4.52
C 0.00 -10.20 -5.86
O 0.59 -10.87 -6.97
O -0.48 -12.12 -4.41
H -0.27 -10.24 -3.78
H 1.26 -11.01 -4.52
H 0.30 -9.17 -5.68
H -1.04 -10.07 -6.16
H 0.22 -11.75 -6.91
H 0.15 -12.83 -4.53
C 5.23 -15.72 -6.29
C 4.92 -16.05 -4.88
O 4.31 -14.97 -4.15
O 6.40 -14.92 -6.28
H 4.42 -15.15 -6.73
H 5.46 -16.57 -6.93
H 5.85 -16.45 -4.47
H 4.20 -16.88 -4.83
H 4.89 -14.44 -3.59
H 6.75 -15.03 -7.17
C 6.17 -17.02 8.78
C 5.18 -15.90 9.05
O 3.90 -16.14 8.46
O 5.77 -18.23 9.45
H 7.08 -16.48 9.06
H 6.26 -17.31 7.73
H 5.51 -14.93 8.65
H 5.05 -15.70 10.11
H 3.34 -15.42 8.76
H 5.00 -18.45 8.92
C -8.57 -16.99 -2.72
C -7.97 -18.36 -2.43
O -7.18 -18.79 -3.58
O -9.84 -17.22 -3.48
H -7.82 -16.31 -3.12
H -8.82 -16.43 -1.82
H -8.72 -19.14 -2.29
H -7.28 -18.28 -1.59
H -7.80 -18.98 -4.29
H -9.59 -17.80 -4.19
C -6.24 -10.44 -1.48
C -5.67 -9.06 -1.82
O -5.40 -8.94 -3.24
O -7.51 -10.58 -2.15
H -6.23 -10.73 -0.43
H -5.63 -11.10 -2.08
H -4.78 -8.73 -1.29
H -6.43 -8.29 -1.69
H -5.28 -8.01 -3.46
H -7.39 -10.24 -3.05
C 4.21 -23.13 1.44
C 3.94 -21.71 1.99
O 3.25 -20.98 1.01
O 2.93 -23.78 1.65
H 4.97 -23.65 2.03
H 4.55 -22.90 0.43
H 4.89 -21.23 2.22
H 3.41 -21.74 2.94
H 2.37 -20.78 1.34
H 2.40 -23.52 0.90

Properties
DFT total energy	-3629.74107	Eh
gap between HOMO and LUMO	9.13	eV
energy relative to the best compared isomer or geometry (same formula, charge and spin)	9.089	eV
molecular weight	1012.2	g/mol



[8]
DFT (ωB97M-V/def2-TZVPD) results for a 6-piece molecular cluster, C5H24N2O6 overall.

Cartesian coordinates (Å):
C 1.04 0.10 0.66
N -0.14 -0.12 1.49
C 0.88 -0.16 -0.87
C 1.76 -1.35 -1.34
C 1.72 -1.60 -2.82
N 1.08 1.04 -1.65
C -0.05 1.82 -2.06
O -0.96 2.23 -1.04
H 1.33 1.14 0.80
H 1.79 -0.55 1.10
H -0.70 -0.92 1.23
H -0.89 0.56 1.51
H -0.11 -0.58 -1.05
H 1.32 -2.19 -0.80
H 2.74 -1.26 -0.86
H 1.85 -2.65 -3.11
H 0.73 -1.42 -3.25
H 2.41 -1.02 -3.42
H 1.89 1.58 -1.46
H 0.38 2.66 -2.54
H -0.62 1.23 -2.78
H -0.45 2.65 -0.36
H 1.02 -3.82 0.66
H 0.12 -2.81 1.49
O 0.30 -3.74 1.28
H -1.89 3.27 0.83
H -1.87 3.04 2.28
O -1.26 3.29 1.57
H 3.75 -2.11 2.15
H 4.13 -1.78 0.64
O 3.50 -2.19 1.23
H -3.81 0.68 1.51
H -3.86 -0.49 2.51
O -4.18 0.40 2.36
H -2.52 -0.15 -0.41
H -2.52 1.35 -0.61
O -2.88 0.66 -0.03

Properties
DFT total energy	-765.81323	Eh
gap between HOMO and LUMO	9.17	eV
energy relative to the best compared isomer or geometry (same formula, charge and spin)	1.768	eV
molecular weight	208.3	g/mol
SMILES	CC[C@@H](CN)NCO.O.O.O.O.O